{"formula": "C13H23BeN2O2P", "method": "ωB97M-V/def2-TZVPD", "elements": ["C", "C", "C", "C", "C", "C", "C", "C", "N", "Be", "C", "P", "H", "H", "H", "H", "H", "H", "H", "H", "C", "C", "H", "C", "C", "H", "H", "H", "H", "H", "H", "H", "H", "H", "H", "H", "H", "H", "H", "O", "N", "O"], "coordinates": [[-2.9144, 0.2789, -2.5350], [-2.6490, -0.9739, -2.0137], [-1.7518, -1.0931, -0.9372], [-1.2889, 0.0724, -0.2980], [-1.4991, 1.3325, -0.8850], [-2.3454, 1.4411, -1.9990], [-1.5255, -2.4940, -0.4133], [-0.1884, -2.9980, 0.1674], [0.9593, -2.1664, 0.0649], [-0.6317, 0.2348, 1.3586], [-0.8366, 2.5824, -0.2908], [0.7800, 2.3071, 0.4646], [-3.1104, -1.8853, -2.4061], [-2.5254, 2.4446, -2.3960], [-3.5666, 0.3740, -3.4037], [-1.4218, 2.9390, 0.5841], [-0.7699, 3.3510, -1.0844], [-2.2652, -2.6637, 0.3920], [-1.7873, -3.1867, -1.2289], [-0.4055, -3.1840, 1.2347], [1.2942, 3.6105, 1.5921], [2.0026, 2.0736, -0.8183], [0.0648, -4.0008, -0.2662], [1.4717, -1.7403, -1.1949], [1.9051, -2.3854, 1.1192], [0.6880, 0.9468, 1.7667], [1.9542, -2.5692, -1.7337], [0.6849, -1.3185, -1.8277], [2.1997, -0.9315, -1.0309], [2.5066, -3.2946, 0.9353], [2.5688, -1.5207, 1.2414], [1.3575, -2.4832, 2.0738], [2.2604, 3.1138, -1.1129], [2.9039, 1.5124, -0.4949], [1.5380, 1.5235, -1.6575], [1.3580, 4.6083, 1.1025], [0.5845, 3.6191, 2.4458], [2.2875, 3.3309, 1.9993], [0.7485, 0.2512, 1.2677], [0.8565, -0.2687, 3.7431], [-0.4135, -0.3026, 3.8321], [-1.0782, -0.4869, 2.6426]], "forces_ev_per_a": [[-0.38, 0.77, -0.43], [0.84, -0.04, 0.35], [-0.68, 0.32, 0.31], [1.06, 0.57, 1.17], [-0.36, -0.45, -0.42], [0.61, -0.02, 0.29], [-0.50, -0.58, -0.22], [-0.10, -0.78, 0.02], [-0.44, 1.56, 1.21], [-0.32, -1.98, -0.94], [-0.56, 0.97, -0.65], [-0.96, 1.38, 0.45], [0.17, 0.42, -0.13], [-0.13, -0.47, -0.21], [0.04, -0.03, 0.25], [0.02, 0.22, -0.63], [-0.43, 0.01, 0.42], [0.14, 0.06, -0.42], [-0.14, 0.26, 0.25], [0.53, 0.13, -0.40], [0.15, 1.39, -0.29], [0.45, 0.32, -0.63], [-0.49, 0.25, 0.10], [0.00, -0.13, -0.17], [0.10, -0.07, 0.26], [0.63, -2.48, -1.48], [0.20, 0.06, -0.25], [-0.02, -0.18, 0.07], [-0.03, -0.31, -0.07], [0.12, 0.09, 0.25], [0.05, -0.17, -0.16], [0.36, -0.08, -0.40], [0.26, -0.75, -0.29], [-0.53, 0.44, -0.06], [0.22, 0.37, 0.34], [0.07, -0.33, 0.63], [0.40, 0.17, -0.57], [-0.52, 0.16, -0.28], [0.73, -1.56, 2.12], [-5.15, -0.07, 0.20], [4.00, -0.37, -1.31], [0.56, 0.92, 1.69]], "mulliken_charge": [-0.621, -1.034, 1.046, 1.092, 0.493, -0.968, -0.918, -1.001, 0.655, -0.668, -1.113, 0.648, 0.377, 0.384, 0.352, 0.331, 0.403, 0.392, 0.292, 0.281, -1.199, -1.281, 0.332, -0.948, -1.138, 0.140, 0.322, 0.286, 0.157, 0.324, 0.327, 0.299, 0.395, 0.349, 0.338, 0.367, 0.336, 0.366, 0.159, -0.358, 0.125, -0.119], "orbital_gap_ev": 7.37, "fmax_ha_per_bohr": 0.100, "total_charge": 0, "e_lumo_ha": 0.00257, "relative_energy_ev": 2.767, "homo_energy_ev": -7.296}

=====

{"formula": "C13H23BiN5O2", "method": "ωB97M-V/def2-TZVPD", "elements": ["Bi", "C", "C", "N", "C", "C", "C", "C", "C", "C", "C", "N", "C", "C", "N", "N", "H", "H", "H", "H", "H", "H", "H", "H", "H", "H", "H", "H", "H", "H", "H", "H", "H", "H", "N", "C", "C", "O", "O", "H", "H", "H", "H", "H"], "coordinates": [[0.3750, 0.2277, 0.9674], [0.0661, 0.7454, -2.1745], [-0.0447, 2.1411, -1.5932], [0.8326, 2.2481, -0.3941], [2.2838, 2.3882, -0.6857], [3.0963, 1.1310, -0.4237], [4.4560, 1.1146, -0.6436], [5.1561, -0.0670, -0.4392], [4.4820, -1.2127, -0.0388], [3.1232, -1.1428, 0.1679], [2.3232, -2.3737, 0.5599], [0.8709, -2.1098, 0.7387], [0.0084, -2.6153, -0.3787], [0.0890, -1.6648, -1.5560], [-0.3518, -0.2830, -1.1693], [2.4534, 0.0154, -0.0098], [1.0978, 0.5278, -2.4527], [-0.5414, 0.6519, -3.0736], [-1.0680, 2.3464, -1.2767], [0.2266, 2.8784, -2.3479], [0.5353, 3.0498, 0.1561], [2.6908, 3.2085, -0.0958], [2.4213, 2.6708, -1.7310], [4.9637, 2.0118, -0.9830], [6.2264, -0.0975, -0.6028], [5.0088, -2.1514, 0.1003], [2.7295, -2.8005, 1.4753], [2.4578, -3.1274, -0.2155], [0.5541, -2.5434, 1.6034], [-1.0078, -2.6792, -0.0012], [0.3198, -3.6140, -0.6811], [-0.5135, -2.0328, -2.3853], [1.1160, -1.5788, -1.9138], [-1.3674, -0.2521, -1.0716], [-4.9006, 0.8456, 1.4847], [-3.9321, -0.2114, 1.9505], [-2.5728, 0.0131, 1.2960], [-2.3883, 1.0501, 0.6226], [-1.6896, -0.8795, 1.4752], [-5.5418, 0.5005, 0.7730], [-4.3441, 1.5988, 1.0702], [-5.4678, 1.2229, 2.2427], [-4.3181, -1.2029, 1.7414], [-3.8093, -0.1176, 3.0260]], "forces_ev_per_a": [[-0.20, 0.05, -0.01], [0.03, -0.05, 0.15], [0.03, -0.07, 0.17], [0.00, -0.07, -0.08], [-0.07, -0.14, 0.02], [-0.26, -0.14, 0.03], [0.13, 0.07, -0.10], [0.08, 0.01, 0.00], [0.16, -0.13, -0.05], [-0.31, 0.13, -0.01], [-0.03, 0.15, -0.03], [-0.04, 0.02, -0.16], [0.09, 0.24, 0.15], [0.05, 0.17, 0.08], [0.21, -0.10, -0.05], [0.25, 0.06, -0.05], [0.00, -0.04, -0.01], [-0.05, -0.01, -0.01], [0.02, 0.00, 0.01], [0.06, 0.03, -0.04], [0.00, 0.02, -0.08], [0.00, 0.00, 0.07], [0.01, 0.02, -0.06], [-0.03, -0.09, 0.05], [-0.02, 0.00, 0.00], [-0.04, 0.10, 0.00], [0.01, 0.04, 0.08], [0.03, -0.08, -0.05], [0.01, -0.07, -0.05], [-0.06, -0.03, 0.05], [0.07, -0.04, -0.02], [-0.07, 0.02, -0.02], [0.00, 0.00, -0.01], [0.03, -0.02, -0.06], [0.21, -0.30, 0.11], [0.03, 0.15, 0.08], [0.03, 0.03, -0.39], [0.10, -0.20, 0.28], [-0.29, 0.13, 0.04], [-0.10, -0.08, -0.14], [0.12, 0.24, -0.13], [-0.07, 0.04, 0.16], [-0.06, -0.06, -0.06], [-0.03, -0.02, 0.11]], "mulliken_charge": [1.253, -0.614, -0.940, -0.375, -1.033, 0.570, -0.932, -0.385, -0.892, 0.539, -1.046, -0.301, -0.977, -0.591, -0.272, 0.278, 0.381, 0.533, 0.379, 0.522, 0.374, 0.598, 0.402, 0.532, 0.478, 0.529, 0.586, 0.410, 0.401, 0.380, 0.542, 0.547, 0.373, 0.431, -0.235, -0.656, 0.863, -0.721, -0.677, 0.368, 0.308, 0.374, 0.367, 0.330], "orbital_gap_ev": 9.50, "fmax_ha_per_bohr": 0.008, "total_charge": 3, "e_lumo_ha": -0.34648, "homo_energy_ev": -18.923}

=====

{"formula": "C13H23BrNPPd", "method": "ωB97M-V/def2-TZVPD", "elements": ["C", "C", "C", "C", "C", "C", "C", "C", "N", "Pd", "C", "P", "H", "H", "H", "H", "H", "H", "H", "H", "C", "C", "H", "C", "C", "H", "H", "H", "H", "H", "H", "H", "H", "H", "H", "H", "H", "H", "H", "Br"], "coordinates": [[1.7405, -0.8533, -3.1442], [2.2287, 0.2059, -2.3968], [1.8703, 0.3693, -1.0556], [0.9795, -0.5469, -0.5162], [0.5469, -1.6620, -1.2183], [0.9272, -1.8211, -2.5505], [2.4540, 1.4903, -0.2514], [1.4593, 2.4628, 0.3746], [0.1547, 1.8841, 0.8258], [0.3787, -0.2311, 1.4229], [-0.3780, -2.6175, -0.5226], [-1.3725, -1.5624, 0.6069], [2.8894, 0.9845, -2.8398], [0.5114, -2.6752, -3.1178], [1.9736, -0.9171, -4.2098], [0.1411, -3.2925, 0.1701], [-1.0380, -3.1465, -1.2101], [3.0587, 1.1132, 0.5910], [3.0645, 2.0735, -0.9329], [1.9363, 2.8808, 1.2652], [-2.3157, -2.6767, 1.6548], [-2.6185, -0.9737, -0.5950], [1.2067, 3.2465, -0.3612], [-0.8465, 1.9283, -0.2636], [-0.3543, 2.6629, 1.9799], [0.4221, -1.6979, 2.1363], [-1.0294, 2.9803, -0.5258], [-0.4889, 1.3841, -1.1455], [-1.7736, 1.4650, 0.0956], [-0.6835, 3.6668, 1.6439], [-1.1931, 2.1151, 2.3972], [0.4345, 2.7271, 2.7349], [-3.1649, -1.8393, -0.9999], [-3.3210, -0.3275, -0.0526], [-2.1773, -0.4162, -1.4292], [-2.9717, -3.3067, 1.0420], [-1.6246, -3.2845, 2.2474], [-2.9216, -2.0308, 2.3071], [-0.3976, -0.3878, 2.8398], [2.2928, 0.6264, 3.0032]], "forces_ev_per_a": [[0.09, -0.14, -0.63], [0.46, 0.92, -1.20], [0.71, 0.91, 1.12], [0.13, -1.00, 0.42], [-0.27, -0.77, 1.20], [-0.25, -0.16, -1.00], [-0.27, -0.44, -1.04], [-1.17, 0.38, 0.18], [0.96, 0.54, -0.22], [0.18, 1.57, 0.53], [0.09, 0.42, 0.45], [-1.76, -1.26, -1.53], [-0.50, -0.85, 0.17], [0.39, 0.66, 0.22], [0.09, -0.10, 0.40], [0.17, -0.20, -0.52], [0.19, -0.26, 0.07], [0.13, -0.30, -0.06], [0.47, 0.05, 0.22], [-0.06, 0.18, -0.38], [0.08, 0.22, 0.34], [-0.44, 0.34, 0.01], [0.29, -0.10, 0.37], [-0.12, -0.05, 0.06], [-0.04, 0.11, 0.03], [0.34, 0.37, 0.13], [-0.08, -0.26, -0.01], [-0.11, 0.25, 0.21], [0.19, 0.26, -0.15], [0.23, -0.44, 0.26], [-0.23, 0.17, 0.10], [-0.29, 0.16, -0.15], [0.14, 0.21, 0.18], [0.02, -0.12, -0.30], [-0.02, -0.10, 0.26], [0.18, 0.09, 0.16], [-0.29, 0.05, 0.04], [0.07, -0.42, 0.00], [0.25, -0.51, 0.04], [0.03, -0.38, 0.01]], "mulliken_spin": [0.062, 0.177, -0.008, 0.544, 0.122, 0.201, 0.045, 0.049, 0.068, 0.712, 0.028, 0.344, -0.003, -0.003, 0.005, 0.008, 0.000, 0.024, 0.003, -0.007, 0.019, 0.087, 0.025, 0.035, 0.009, 0.235, 0.028, -0.012, -0.005, 0.012, 0.002, 0.006, 0.016, 0.000, -0.003, 0.010, -0.011, 0.003, 0.272, 0.902], "orbital_gap_ev": [7.27, 3.82], "fmax_ha_per_bohr": 0.051, "total_charge": 2, "e_lumo_ha": [-0.24359, -0.44242], "multiplicity": 5, "homo_energy_ev": [-13.897, -15.856]}

=====

{"formula": "C13H23CeClLaN", "method": "ωB97M-V/def2-TZVPD", "elements": ["La", "Cl", "C", "C", "H", "H", "H", "H", "H", "H", "Ce", "C", "C", "H", "H", "H", "H", "H", "C", "N", "C", "C", "C", "C", "C", "C", "C", "C", "H", "H", "H", "H", "H", "H", "H", "H", "H", "H", "H", "H"], "coordinates": [[3.9358, 2.1028, 0.2646], [1.8149, 1.6273, -1.4872], [6.3680, 1.8134, 0.0816], [4.1811, 4.1168, -0.8700], [6.9567, 2.7214, 0.3072], [6.5542, 1.0967, 0.9093], [6.8611, 1.3779, -0.7995], [5.0643, 4.6632, -0.4937], [3.2704, 4.6851, -0.5929], [4.2289, 4.1274, -1.9629], [0.9815, -0.2625, 0.1731], [2.8398, -1.5761, 0.5280], [1.9964, 1.1340, 1.7097], [3.6604, -1.1706, 1.1329], [2.3231, -2.4089, 1.0698], [3.1213, -1.8843, -0.5006], [1.0107, 1.5909, 1.9909], [2.0676, 0.5491, 2.6734], [-3.3566, -0.0460, -2.0883], [-3.5629, 0.5617, -0.8125], [-4.8984, 0.9751, -0.5342], [-2.7181, 0.2332, 0.3149], [-2.3651, -1.2252, 0.4659], [-3.3879, -2.1780, 0.6285], [-3.0769, -3.5308, 0.7804], [-1.7602, -3.9815, 0.6533], [-0.7207, -3.0262, 0.4916], [-1.0440, -1.6803, 0.4549], [-3.9722, 0.5080, -2.8014], [-3.6855, -1.0947, -2.1085], [-2.3045, -0.0050, -2.3965], [-5.5490, 0.1170, -0.2984], [-4.9092, 1.6576, 0.3253], [-5.3038, 1.4696, -1.4169], [-1.8076, 0.8684, 0.2701], [-3.2730, 0.5854, 1.2027], [-4.4370, -1.8733, 0.6593], [-3.8783, -4.2469, 0.9957], [-1.5575, -5.0647, 0.6828], [0.3320, -3.3270, 0.3976]], "forces_ev_per_a": [[0.47, -0.69, 0.66], [-0.35, -0.12, -1.00], [0.90, -0.54, 0.15], [-0.28, 1.81, -0.51], [-0.26, -0.17, 0.08], [0.27, 0.08, -0.06], [-0.11, -0.04, 0.08], [-0.25, -0.06, -0.07], [0.20, 0.19, -0.11], [0.02, 0.00, 0.00], [-0.41, 0.64, 1.44], [-0.28, -0.28, -0.08], [-1.80, -1.42, 0.87], [-0.06, -0.38, -0.33], [0.64, 0.29, -0.33], [0.24, -0.20, 0.54], [-0.09, 0.53, -0.63], [0.67, -0.02, -0.64], [-0.11, -0.28, 0.00], [0.68, 0.72, 0.24], [-0.34, -0.33, 0.30], [-0.36, 0.40, 0.03], [-0.54, -1.18, 0.28], [0.19, 0.22, 0.12], [0.10, -0.11, -0.16], [0.60, 0.11, 0.01], [-1.14, -0.92, 0.19], [1.07, 1.54, -0.44], [0.26, -0.11, -0.18], [0.09, -0.12, -0.17], [-0.14, 0.03, 0.04], [-0.27, 0.11, 0.02], [-0.11, -0.05, -0.28], [-0.13, 0.15, 0.12], [0.07, -0.28, 0.05], [0.39, -0.19, -0.17], [0.27, -0.01, 0.04], [0.33, 0.26, -0.25], [-0.02, 0.66, 0.07], [-0.42, -0.22, 0.09]], "mulliken_charge": [1.322, -0.550, -1.432, -1.369, 0.317, 0.300, 0.331, 0.329, 0.337, 0.334, 1.108, -1.259, -1.324, 0.423, 0.311, 0.342, 0.350, 0.393, -0.826, 0.140, -0.937, -0.870, 0.619, -0.329, -0.558, -0.748, -0.315, 0.232, 0.322, 0.306, 0.190, 0.290, 0.327, 0.333, 0.037, 0.350, 0.263, 0.366, 0.331, 0.211], "orbital_gap_ev": [6.62, 6.61], "fmax_ha_per_bohr": 0.048, "total_charge": 0, "e_lumo_ha": [-0.02977, -0.03013], "relative_energy_ev": 0.000, "homo_energy_ev": [-7.433, -7.433]}